#A
{
  "formula": "C4H13N3O",
  "method": "the ωB97M-V functional and the def2-TZVPD basis",
  "species": ["C", "C", "C", "O", "H", "H", "H", "H", "H", "H", "H", "H", "N", "N", "C", "N", "H", "H", "H", "H", "H"],
  "coordinates": [[-0.478, 1.013, -1.010], [-1.883, 0.492, -1.086], [0.033, 1.704, 0.110], [0.034, 1.262, -2.270], [0.877, 1.724, -2.189], [0.270, -0.403, -0.691], [-2.581, 1.310, -1.288], [0.666, 2.567, -0.088], [-0.668, 1.879, 0.922], [-2.158, 0.015, -0.146], [-1.982, -0.244, -1.884], [0.894, 0.809, 0.669], [1.037, -0.705, 2.283], [0.034, -2.202, 0.378], [0.948, -1.156, -0.022], [1.477, -0.349, 0.978], [1.486, -0.069, 2.930], [0.024, -0.630, 2.392], [0.425, -2.749, 1.137], [-0.193, -2.812, -0.396], [1.737, -1.454, -0.728]],
  "e_homo_ev": -7.3,
  "gap_ev": 8.10
}

***

#B
{
  "formula": "C4H13N3O",
  "method": "the ωB97M-V functional and the def2-TZVPD basis",
  "species": ["H", "N", "C", "N", "C", "C", "C", "N", "H", "H", "H", "H", "H", "H", "H", "H", "H", "H", "O", "H", "H"],
  "coordinates": [[2.416, -1.575, 1.410], [2.448, -0.704, 1.884], [2.099, 0.405, 1.391], [1.669, 0.601, 0.089], [0.837, -0.508, -0.507], [0.062, -0.304, -1.773], [-1.339, 0.428, -1.743], [-2.288, -0.305, -0.934], [2.137, 1.267, 1.900], [1.459, 1.579, -0.040], [0.081, -0.911, 0.309], [1.553, -1.403, -0.578], [0.721, 0.274, -2.537], [-0.163, -1.329, -2.184], [-1.117, 1.481, -1.029], [-1.875, 0.538, -2.708], [-2.792, -0.933, -1.560], [-1.802, -0.918, -0.281], [-2.318, 0.397, 1.664], [-1.870, 1.231, 1.536], [-2.966, 0.249, 0.968]],
  "smiles": "[H]/N=C\\NCCCN.O",
  "e_homo_ev": -9.2,
  "gap_ev": 9.88
}

***

Stability order, top to bottom: #B, #A

***

#A
{
  "formula": "C4H4OS3",
  "method": "the ωB97M-V functional and the def2-TZVPD basis",
  "species": ["C", "C", "C", "O", "S", "C", "S", "S", "H", "H", "H", "H"],
  "coordinates": [[0.143, -0.497, 1.539], [0.092, -0.139, 0.254], [1.328, -0.605, -0.591], [2.140, -1.372, -0.129], [1.384, -0.111, -2.228], [-1.001, 0.872, -0.165], [-0.657, 2.381, -0.811], [-2.659, 0.382, 0.239], [-0.741, -0.300, 2.148], [0.951, -1.050, 1.856], [2.293, -1.226, -2.243], [-3.273, 1.665, 0.130]],
  "smiles": "C=C(C(=O)S)C(=S)S",
  "e_homo_ev": -9.0,
  "gap_ev": 8.15
}

***

#B
{
  "formula": "C4H4OS3",
  "method": "the ωB97M-V functional and the def2-TZVPD basis",
  "species": ["S", "C", "C", "O", "C", "C", "S", "S", "H", "H", "H", "H"],
  "coordinates": [[2.143, -1.421, 1.950], [0.955, -0.483, 1.390], [-0.278, -1.025, 0.784], [-1.431, -0.174, 0.766], [-0.833, -0.462, -0.478], [-0.185, 0.661, -1.232], [0.585, 0.375, -2.633], [-0.395, 2.212, -0.459], [1.007, 0.609, 1.436], [-0.472, -2.044, 0.984], [-1.396, -1.140, -1.132], [0.300, 2.891, -1.376]],
  "smiles": "S=C[C@H]1O[C@H]1C(=S)S",
  "e_homo_ev": -9.2,
  "gap_ev": 8.29
}

***

#C
{
  "formula": "C4H4OS3",
  "method": "the ωB97M-V functional and the def2-TZVPD basis",
  "species": ["O", "C", "C", "S", "S", "C", "C", "S", "H", "H", "H", "H"],
  "coordinates": [[-0.862, -1.080, 0.507], [-1.068, -0.034, -0.122], [-2.435, 0.410, -0.588], [-3.599, -0.695, -0.512], [0.031, 1.322, -0.370], [1.303, 0.382, 0.637], [1.785, -0.660, -0.223], [3.371, -0.616, -0.721], [-2.767, 1.607, -0.523], [0.831, -0.120, 1.420], [2.205, 1.063, 0.795], [1.204, -1.578, -0.300]],
  "smiles": "O=C(C=S)SCC=S",
  "e_homo_ev": -8.9,
  "gap_ev": 7.18
}

***

Stability order, top to bottom: #A, #B, #C

***

#A
{
  "formula": "CH5N2S",
  "method": "the ωB97M-V functional and the def2-TZVPD basis",
  "species": ["N", "C", "N", "S", "H", "H", "H", "H", "H"],
  "coordinates": [[1.057, -0.554, 0.011], [-0.337, 0.076, 0.289], [-0.940, 0.759, -0.762], [-1.935, -0.649, -0.160], [1.295, -1.434, 0.472], [1.743, 0.305, 0.212], [0.979, -0.736, -1.037], [-0.509, 0.645, 1.441], [-1.353, 1.589, -0.467]],
  "total_charge": 1,
  "smiles": "[NH3+][C@H]1NS1",
  "e_homo_ev": -14.0,
  "gap_ev": 9.74
}

***

#B
{
  "formula": "CH5N2S",
  "method": "the ωB97M-V functional and the def2-TZVPD basis",
  "species": ["C", "N", "N", "S", "H", "H", "H", "H", "H"],
  "coordinates": [[0.154, 0.346, -0.056], [1.161, -0.373, 0.128], [-1.116, -0.412, -0.119], [2.838, 0.110, -0.021], [2.839, 1.029, 1.034], [1.073, -1.392, 0.178], [-0.864, -1.474, -0.444], [-1.913, 0.027, -0.717], [-1.594, -0.323, 0.761]],
  "total_charge": 1,
  "e_homo_ev": -14.3,
  "gap_ev": 9.84
}

***

Stability order, top to bottom: #A, #B

***

#A
{
  "formula": "C4H11N2O3",
  "method": "the ωB97M-V functional and the def2-TZVPD basis",
  "species": ["C", "N", "C", "C", "N", "C", "O", "O", "H", "H", "H", "H", "H", "H", "H", "H", "H", "H", "H", "O"],
  "coordinates": [[-0.573, 1.627, -0.905], [-0.951, 2.873, -0.288], [-1.095, 0.356, -0.141], [-2.284, -0.288, -0.874], [-0.051, -0.582, 0.028], [0.793, -0.610, 1.231], [1.772, -1.354, 1.076], [0.445, 0.156, 2.119], [0.514, 1.613, -0.974], [-0.940, 1.600, -1.930], [-1.961, 2.947, -0.173], [-0.533, 2.962, 0.627], [-1.417, 0.678, 0.844], [-1.985, -0.699, -1.842], [-3.048, 0.475, -1.003], [-2.662, -1.140, -0.310], [0.346, -1.017, -0.814], [1.896, -1.880, -0.445], [2.654, -1.294, -1.632], [2.027, -1.992, -1.413]],
  "multiplicity": 2,
  "e_homo_ev": [-10.3, -10.2],
  "gap_ev": [10.77, 6.65]
}

***

#B
{
  "formula": "C4H11N2O3",
  "method": "the ωB97M-V functional and the def2-TZVPD basis",
  "species": ["C", "N", "C", "O", "C", "N", "C", "O", "H", "H", "H", "H", "H", "H", "H", "H", "H", "H", "H", "O"],
  "coordinates": [[1.058, 0.679, -0.918], [-0.055, 1.539, -0.410], [0.076, 1.977, 1.036], [-0.015, 0.949, 1.842], [0.731, -0.835, -0.769], [-0.494, -1.211, -1.517], [-1.653, -1.259, -0.716], [-2.673, -1.634, -1.250], [1.107, 0.991, -1.985], [2.081, 0.968, -0.690], [-0.872, 0.938, -0.461], [-0.768, 2.704, 1.117], [0.926, 2.710, 1.057], [0.454, -1.192, 0.227], [1.506, -1.524, -1.148], [-0.566, -1.196, -2.518], [-1.600, -0.948, 0.346], [1.540, 0.200, 1.758], [1.596, -0.888, 2.515], [2.284, -0.429, 1.997]],
  "multiplicity": 2,
  "e_homo_ev": [-10.0, -10.0],
  "gap_ev": [10.77, 7.01]
}

***

Stability order, top to bottom: #A, #B

***

#A
{
  "formula": "H3OPS",
  "method": "the ωB97M-V functional and the def2-TZVPD basis",
  "species": ["O", "P", "S", "H", "H", "H"],
  "coordinates": [[1.013, -1.366, 0.171], [-1.033, 1.409, -1.164], [1.818, -2.318, 0.964], [-2.005, 1.683, -0.200], [-1.584, 2.358, -2.030], [1.790, -1.766, 2.259]],
  "e_homo_ev": [-9.4, -8.7],
  "gap_ev": [8.43, 7.53]
}

***

#B
{
  "formula": "H3OPS",
  "method": "the ωB97M-V functional and the def2-TZVPD basis",
  "species": ["O", "P", "S", "H", "H", "H"],
  "coordinates": [[0.378, -0.001, -1.097], [-0.412, 0.195, 0.247], [-2.341, -0.033, 0.157], [0.053, 0.366, -2.204], [-0.046, 1.492, 0.742], [0.184, -0.636, 1.206]],
  "smiles": "O[PH2]=S",
  "e_homo_ev": -8.9,
  "gap_ev": 8.62
}

***

Stability order, top to bottom: #B, #A